C4H10F6LiN3O14S6 as an isolated structure in a non-equilibrium geometry. Source: OMol25; level of theory: ωB97M-V/def2-TZVPD.

Element x y z (Å)
F  3.81  0.34  -4.59
O  2.70  -1.23  -3.19
F  4.42  1.26  0.04
O  4.96  -1.08  -0.57
F  0.16  1.07  3.19
H  1.11  -3.69  0.95
S  3.98  -0.03  -0.87
N  0.14  3.76  -1.28
C  -0.26  -3.98  3.23
H  0.06  -3.96  -1.29
O  -1.31  5.64  -0.16
O  0.48  6.18  -1.86
S  -3.30  1.92  2.57
S  -0.11  5.25  -0.94
F  -3.84  1.42  1.12
C  0.11  -4.10  0.90
H  -2.35  -1.41  -1.93
Li  -0.08  1.22  -0.01
O  -1.24  -2.50  -0.57
F  -0.69  2.39  -3.13
H  -1.42  -4.56  -0.64
O  -2.39  3.89  -2.41
H  -0.79  -3.28  3.87
O  -3.60  3.37  2.55
H  -2.29  -3.18  -1.99
O  5.14  -1.24  -3.47
C  -0.64  -3.81  -0.47
H  0.27  -5.16  1.10
O  2.60  -0.25  -0.48
N  4.06  0.81  -2.34
O  -0.60  -3.53  1.93
H  -0.99  -2.41  -2.66
F  0.96  5.25  0.21
S  -0.99  3.96  -2.60
O  -0.98  3.29  3.56
N  -1.95  1.31  2.14
O  -0.54  4.70  -3.77
O  -4.11  1.11  3.52
S  3.94  -0.45  -3.23
H  0.81  -4.04  3.42
C  -1.70  -2.28  -1.84
S  -1.27  1.82  3.63
O  -1.54  1.13  4.88
H  -0.73  -4.93  3.47

Results
- Total charge: -2
- Frontier orbital gap: 9.18 eV
- HOMO level: -5.3 eV
- Lowest unoccupied orbital energy: 3.86 eV
- Energy: -118963.0703 eV
- Energy above the lowest of the compared OMol25 structures with the same formula, charge and spin: 604.7 kJ/mol